No. 1
{
  "formula": "C9H16N2O2",
  "method": "ωB97M-V with the def2-TZVPD basis set",
  "e_homo_ev": -9.79,
  "smiles": "O=c1cc[nH]c(=O)[nH]1.CC(C)(C)C",
  "molar_mass_g_mol": 184.24,
  "fmax_ev_per_a": 4.4,
  "charge": 0,
  "energy_ev": -16667.921,
  "e_above_lowest_ev": 1.386,
  "species": ["C", "C", "C", "C", "C", "C", "C", "C", "C", "H", "H", "H", "H", "H", "H", "H", "H", "H", "H", "H", "H", "H", "H", "H", "H", "N", "N", "O", "O"],
  "positions_angstrom": [[-1.788, -2.533, 1.732], [-3.135, -2.995, 1.440], [-3.880, -2.287, 0.602], [-2.296, -0.455, 0.379], [1.908, 1.227, -0.614], [2.444, 2.189, 0.341], [0.799, 0.327, -0.021], [3.091, 0.415, -1.150], [1.245, 1.998, -1.780], [-0.588, -0.961, 1.242], [-3.497, -3.926, 1.864], [-4.932, -2.510, 0.327], [-4.216, -0.573, -0.485], [1.613, 2.595, 1.059], [3.047, 1.670, 1.110], [3.021, 2.987, -0.187], [0.399, -0.370, -0.707], [1.180, -0.136, 0.945], [0.021, 1.018, 0.270], [2.680, -0.369, -1.825], [3.658, -0.122, -0.329], [3.801, 1.109, -1.654], [1.915, 2.795, -2.171], [0.962, 1.286, -2.624], [0.426, 2.512, -1.324], [-1.596, -1.269, 1.287], [-3.517, -1.034, 0.054], [-0.881, -3.167, 2.282], [-1.883, 0.579, -0.065]],
  "forces_ev_per_a": [[0.77, -1.90, 0.81], [-0.13, -0.89, 0.29], [-1.60, 1.71, -0.80], [-1.28, -1.38, 0.25], [-0.41, -1.48, -1.93], [-0.65, 1.56, 3.30], [2.06, 1.55, 2.16], [0.24, -0.80, 0.22], [0.97, -0.71, -0.71], [-1.37, -0.55, 0.68], [0.16, 0.18, -0.15], [0.96, -0.33, 0.30], [0.08, 0.57, -0.36], [1.20, 0.00, -1.68], [0.33, 0.26, -0.57], [-0.43, -0.47, 0.81], [-0.22, -0.90, -0.73], [-0.28, 0.07, -1.14], [-0.02, -0.16, 0.08], [0.64, 0.54, 0.07], [-0.67, 0.63, -0.79], [-0.38, -0.69, 0.05], [-0.21, -0.64, 0.04], [0.06, 1.09, 1.08], [-1.00, 0.24, -0.26], [3.00, 2.96, -1.39], [0.41, -1.64, 1.09], [-1.43, 0.91, -0.68], [-0.81, 0.27, -0.02]],
  "lowdin_charge": [-0.476, -0.001, -0.067, -0.483, -0.717, -0.106, -0.083, -0.077, -0.062, 0.141, 0.120, 0.136, 0.141, 0.121, 0.084, 0.098, 0.074, 0.114, 0.053, 0.085, 0.096, 0.088, 0.084, 0.108, 0.068, 0.197, 0.127, 0.058, 0.077]
}

=====

No. 2
{
  "formula": "C28H42N5O6PS3V",
  "method": "ωB97M-V with the def2-TZVPD basis set",
  "e_homo_ev": [-1.46, -1.73],
  "molar_mass_g_mol": 722.79,
  "fmax_ev_per_a": 0.5,
  "spin_multiplicity": 4,
  "charge": -2,
  "energy_ev": -116939.858,
  "e_above_lowest_ev": 0.142,
  "species": ["V", "S", "C", "S", "C", "C", "N", "C", "N", "C", "N", "C", "C", "C", "C", "C", "C", "C", "C", "H", "H", "H", "H", "H", "H", "H", "H", "H", "H", "H", "H", "C", "C", "S", "O", "C", "C", "H", "H", "H", "H", "H", "H", "H", "H", "H", "H", "C", "N", "C", "C", "C", "O", "N", "C", "O", "H", "H", "H", "H", "H", "C", "C", "O", "P", "O", "C", "C", "O", "C", "C", "H", "H", "H", "H", "H", "H", "H", "H", "H", "H", "H", "H", "H", "H", "H"],
  "positions_angstrom": [[-0.382, 0.750, 0.185], [1.010, 4.774, 2.033], [0.669, 3.319, 2.846], [-0.525, 2.168, 2.266], [1.276, 3.029, 4.079], [0.951, 1.881, 4.853], [0.724, 0.991, 5.556], [2.230, 3.897, 4.677], [3.012, 4.559, 5.214], [-1.515, 2.083, -2.509], [-1.109, 2.509, -1.173], [-0.136, 3.596, -1.272], [-2.304, 2.981, -0.443], [-3.194, 1.826, -0.059], [-4.576, 1.972, -0.122], [-5.409, 0.926, 0.256], [-4.835, -0.264, 0.680], [-3.449, -0.395, 0.724], [-2.570, 0.636, 0.367], [-1.920, 2.940, -3.073], [-2.281, 1.314, -2.429], [-0.664, 1.670, -3.047], [-0.567, 4.457, -1.807], [0.744, 3.253, -1.821], [0.172, 3.913, -0.273], [-2.844, 3.714, -1.068], [-1.947, 3.487, 0.456], [-5.006, 2.909, -0.470], [-6.488, 1.038, 0.211], [-5.466, -1.101, 0.968], [-3.049, -1.360, 1.025], [-0.165, -2.004, 4.410], [-0.747, -1.204, 3.255], [0.366, -1.067, 1.840], [1.739, -0.812, 2.350], [0.368, -2.774, 1.215], [1.336, -3.679, 1.964], [-0.607, -1.666, 5.346], [0.906, -1.821, 4.485], [-0.347, -3.074, 4.294], [-0.919, -0.163, 3.530], [-1.673, -1.621, 2.858], [0.646, -2.660, 0.170], [-0.663, -3.121, 1.216], [2.183, -3.098, 2.333], [1.714, -4.455, 1.295], [0.861, -4.173, 2.811], [-4.358, -4.081, -2.850], [-3.284, -3.153, -2.578], [-2.866, -2.251, -3.507], [-1.878, -1.385, -3.238], [-1.310, -1.396, -1.896], [-0.473, -0.499, -1.590], [-1.680, -2.337, -1.030], [-2.631, -3.243, -1.323], [-2.990, -4.152, -0.574], [-3.978, -5.091, -3.020], [-4.903, -3.743, -3.731], [-5.029, -4.121, -1.994], [-3.389, -2.278, -4.456], [-1.550, -0.652, -3.960], [2.954, 0.181, -3.891], [2.094, 1.017, -2.965], [2.814, 1.284, -1.758], [2.208, 0.609, -0.380], [2.506, -0.960, -0.628], [3.826, -1.495, -0.556], [3.788, -2.895, -1.130], [3.424, 0.966, 0.581], [3.375, 2.184, 1.356], [4.647, 2.965, 1.139], [2.472, 0.071, -4.865], [3.108, -0.813, -3.469], [3.927, 0.652, -4.033], [1.156, 0.499, -2.742], [1.851, 1.979, -3.426], [4.136, -1.505, 0.491], [4.520, -0.854, -1.110], [3.111, -3.522, -0.550], [4.784, -3.342, -1.108], [3.434, -2.878, -2.162], [3.249, 1.894, 2.398], [2.501, 2.776, 1.082], [5.517, 2.376, 1.437], [4.615, 3.871, 1.744], [4.754, 3.241, 0.088]],
  "forces_ev_per_a": [[-0.28, 0.02, -0.41], [0.03, -0.02, -0.04], [-0.04, 0.03, 0.05], [0.04, 0.06, 0.11], [-0.03, -0.01, -0.05], [0.02, 0.01, 0.00], [-0.03, -0.08, 0.02], [-0.02, 0.08, 0.05], [0.04, -0.02, -0.02], [-0.02, -0.01, -0.05], [0.03, -0.13, 0.14], [0.07, -0.01, 0.02], [-0.03, 0.03, 0.01], [-0.01, 0.02, 0.01], [0.01, 0.00, 0.00], [0.00, 0.00, -0.01], [0.01, -0.01, 0.00], [-0.02, -0.01, 0.00], [0.18, 0.03, 0.00], [0.00, -0.01, 0.01], [0.00, 0.00, -0.01], [-0.02, 0.02, 0.00], [0.00, 0.00, 0.00], [-0.01, 0.00, 0.01], [-0.02, 0.01, -0.02], [0.01, 0.00, 0.01], [-0.01, -0.01, -0.02], [-0.01, 0.01, 0.00], [0.00, 0.00, 0.00], [-0.01, 0.00, 0.00], [0.00, 0.02, 0.00], [-0.01, 0.02, -0.02], [0.04, 0.01, 0.00], [-0.15, -0.12, 0.00], [0.15, 0.02, 0.08], [0.01, -0.01, 0.03], [0.00, 0.01, -0.01], [-0.03, -0.01, 0.00], [0.04, 0.01, 0.02], [0.02, -0.01, 0.01], [0.04, 0.00, 0.01], [-0.05, 0.05, -0.02], [0.04, 0.03, 0.00], [-0.02, -0.01, -0.03], [0.02, -0.01, -0.01], [-0.02, -0.02, -0.01], [0.02, 0.02, 0.02], [0.00, -0.01, 0.01], [0.02, 0.04, -0.02], [-0.03, -0.03, 0.03], [0.03, 0.02, -0.03], [-0.07, -0.05, -0.04], [0.12, 0.09, 0.20], [0.05, 0.03, 0.00], [-0.04, -0.03, -0.01], [0.00, -0.02, 0.01], [0.00, 0.00, 0.01], [0.01, -0.01, 0.00], [-0.01, 0.00, -0.01], [0.01, 0.02, 0.01], [-0.01, 0.00, 0.00], [-0.01, 0.00, 0.00], [-0.01, -0.02, 0.00], [-0.03, 0.01, 0.04], [-0.09, -0.02, 0.06], [-0.04, -0.07, -0.11], [0.03, -0.01, 0.06], [-0.02, 0.02, 0.00], [0.13, 0.08, -0.14], [-0.08, -0.02, 0.21], [0.01, 0.02, -0.01], [-0.02, -0.01, -0.01], [0.01, -0.01, 0.02], [0.01, 0.01, -0.02], [0.02, 0.01, -0.03], [0.04, 0.00, 0.00], [0.01, 0.01, -0.01], [-0.02, -0.02, -0.01], [-0.01, 0.00, 0.00], [0.01, 0.00, 0.01], [0.01, 0.00, -0.01], [0.02, -0.02, -0.01], [0.02, 0.03, -0.06], [0.01, -0.01, -0.01], [-0.03, 0.02, 0.00], [0.00, 0.01, 0.00]],
  "mulliken_spin": [2.717, 0.001, 0.014, 0.011, 0.005, -0.001, 0.000, 0.000, -0.001, 0.066, -0.123, 0.100, 0.035, 0.020, -0.011, 0.020, -0.021, -0.079, 0.037, 0.000, -0.006, -0.004, 0.005, -0.003, -0.030, 0.006, -0.010, 0.000, 0.002, -0.001, 0.006, 0.001, 0.004, 0.067, 0.005, -0.016, -0.001, 0.000, 0.001, 0.000, -0.002, 0.004, 0.020, 0.009, 0.001, 0.000, 0.000, 0.000, 0.002, 0.001, -0.004, 0.009, -0.063, 0.026, 0.003, 0.001, 0.000, 0.000, 0.000, 0.000, 0.001, -0.002, 0.036, -0.010, 0.106, 0.009, 0.002, 0.000, 0.015, 0.035, 0.001, 0.000, 0.001, 0.000, -0.021, 0.000, 0.001, -0.001, 0.000, 0.000, 0.000, -0.004, 0.004, 0.000, 0.000, 0.000]
}

=====

No. 3
{
  "formula": "C12H18N",
  "method": "ωB97M-V with the def2-TZVPD basis set",
  "e_homo_ev": [-12.64, -11.28],
  "molar_mass_g_mol": 176.28,
  "fmax_ev_per_a": 4.9,
  "charge": 1,
  "energy_ev": -14214.318,
  "e_above_lowest_ev": 6.104,
  "species": ["C", "C", "C", "C", "C", "C", "C", "C", "C", "C", "C", "C", "N", "H", "H", "H", "H", "H", "H", "H", "H", "H", "H", "H", "H", "H", "H", "H", "H", "H", "H"],
  "positions_angstrom": [[3.650, -0.541, 0.011], [2.888, -1.478, 0.668], [3.018, 0.492, -0.709], [1.532, -1.414, 0.464], [1.653, 0.693, -0.721], [0.867, -0.307, -0.198], [-0.912, 2.021, 0.399], [-0.509, -0.231, -0.395], [0.291, 2.888, 0.611], [-2.298, -1.153, 1.279], [-2.410, -1.403, -1.311], [-1.532, -1.298, -0.086], [-1.146, 1.049, -0.758], [4.771, -0.724, 0.043], [3.145, -2.367, 1.301], [3.724, 1.228, -1.140], [1.137, -2.305, 0.915], [1.132, 1.384, -1.391], [-1.483, 1.557, 1.309], [1.131, 2.198, 0.739], [0.094, 3.290, 1.533], [0.268, 3.764, -0.164], [-1.537, -0.922, 2.147], [-3.012, -2.062, 1.546], [-2.808, -0.209, 1.104], [-3.115, -0.600, -1.151], [-2.794, -2.422, -1.317], [-1.901, -1.269, -2.302], [-1.041, -2.192, -0.088], [-2.102, 1.016, -0.730], [-0.701, 1.320, -1.607]],
  "forces_ev_per_a": [[1.97, -0.15, -0.04], [-1.23, -0.80, 0.12], [2.12, 1.12, 0.28], [-0.55, 0.33, 0.33], [1.14, -0.44, -1.47], [0.01, -1.82, 0.87], [-1.14, -1.43, 1.69], [-1.91, -0.94, 1.87], [-1.59, -0.44, -3.01], [1.00, -0.40, 0.53], [0.00, 0.03, -0.43], [0.38, 1.15, 0.30], [4.40, 0.80, 2.06], [-1.50, 0.94, -0.29], [0.76, 1.23, -0.91], [-0.78, -0.47, -0.07], [-1.65, 0.19, -0.14], [1.01, 0.32, 0.37], [1.17, 1.09, -1.82], [0.57, 0.76, -0.51], [-0.29, 1.34, 2.35], [0.89, -1.82, 1.19], [-1.48, -0.83, -1.63], [1.52, 2.15, -0.69], [-0.99, -0.05, 0.68], [-1.20, -0.31, -0.73], [-0.85, 0.37, -0.12], [-0.16, 0.01, 1.02], [1.89, -2.32, 0.41], [-3.06, -0.59, -1.04], [-0.45, 0.98, -1.18]],
  "lowdin_charge": [-0.057, -0.078, -0.048, 0.004, -0.087, -0.184, -0.009, -0.120, -0.061, -0.029, -0.047, -0.393, 0.096, 0.141, 0.139, 0.127, 0.111, 0.122, 0.148, 0.078, 0.050, 0.144, 0.119, 0.136, 0.043, 0.072, 0.101, 0.115, 0.093, 0.111, 0.162]
}

=====

Number 3 is which compound? C12H18N